(1)
This record from OMol25 describes C6H12N3 as an isolated structure. The level of theory is ωB97M-V with the def2-TZVPD basis set.

Output
Net charge: +1
Highest occupied orbital energy: -13.06 eV
Lowest unoccupied orbital energy: -3.4 eV

Positions of all 21 atoms, in Å:
C 0.919 0.375 1.260
C 0.399 1.445 1.801
C 1.195 -0.255 -1.700
C 1.094 -1.691 -1.308
C -0.168 -0.800 -1.222
C -0.642 -0.211 0.090
N -1.262 1.090 0.085
N -1.376 -1.085 0.778
N -1.008 1.763 1.318
H 1.712 -0.277 1.369
H 0.741 1.936 2.676
H 1.801 0.426 -1.136
H 1.407 0.065 -2.620
H 0.949 -2.372 -2.089
H 1.352 -1.978 -0.370
H -0.777 -0.990 -2.013
H -0.984 1.497 -0.779
H -1.593 -2.045 0.662
H -1.520 -0.902 1.755
H -1.748 1.373 2.010
H -1.153 2.759 1.462

These are the Löwdin partial charges, in e, on atoms 1 to 4: atom 1 (C): 0.130, atom 2 (C): -0.087, atom 3 (C): -0.091, atom 4 (C): -0.036

(2)
This record from OMol25 describes C29H45N7RuS4 as an isolated structure. The level of theory is ωB97M-V with the def2-TZVPD basis set.

Output
Net charge: +1
Multiplicity: 2
Highest occupied orbital energy (spin up / spin down): -9.97 / -10.09 eV
Lowest unoccupied orbital energy (spin up / spin down): -2.6 / -3.3 eV

Positions of all 86 atoms, in Å:
Ru 0.944 -0.135 -0.045
C 2.318 -1.841 0.246
C 1.122 -2.396 -0.265
C 0.933 -1.798 -1.568
C 2.058 -0.934 -1.768
C 2.929 -0.947 -0.674
C 4.322 -0.351 -0.596
C 4.739 -0.042 0.839
C 5.274 -1.411 -1.177
C 4.424 0.926 -1.429
C -0.141 -2.004 -2.648
C -0.100 -3.456 -3.151
C -1.558 -1.665 -2.186
C 0.176 -1.118 -3.862
C 0.520 -3.627 0.432
C 0.852 -3.612 1.932
C 1.214 -4.856 -0.183
C -0.996 -3.800 0.327
H 2.743 -2.099 1.201
H 2.245 -0.365 -2.662
H 4.686 -0.918 1.489
H 4.114 0.738 1.275
H 5.774 0.305 0.844
H 5.256 -2.328 -0.584
H 6.299 -1.035 -1.183
H 5.003 -1.666 -2.204
H 3.728 1.690 -1.079
H 4.231 0.748 -2.489
H 5.434 1.330 -1.349
H -0.437 -4.175 -2.410
H 0.906 -3.740 -3.467
H -0.757 -3.551 -4.018
H -1.922 -2.336 -1.412
H -2.235 -1.738 -3.040
H -1.608 -0.652 -1.800
H 1.132 -1.381 -4.320
H 0.197 -0.059 -3.605
H -0.596 -1.269 -4.618
H 1.913 -3.766 2.131
H 0.321 -4.431 2.418
H 0.543 -2.682 2.409
H 2.300 -4.766 -0.108
H 0.962 -4.997 -1.232
H 0.913 -5.754 0.360
H -1.531 -2.960 0.773
H -1.276 -4.701 0.875
H -1.346 -3.928 -0.692
N 0.683 2.287 1.319
N 0.882 2.320 2.692
C 1.344 1.217 3.294
N 1.587 1.301 4.607
S 1.637 -0.231 2.466
H 1.318 2.902 0.824
H -0.269 2.542 1.080
H 0.787 3.188 3.200
H 1.482 2.159 5.121
H 1.954 0.498 5.087
S -4.622 3.230 -2.384
C -3.044 3.113 -1.944
S -1.937 1.994 -2.699
C -0.700 2.406 -1.571
N -1.038 3.336 -0.745
N -2.334 3.753 -0.969
C -2.818 4.793 -0.111
C -2.378 4.844 1.206
C -2.835 5.848 2.043
C -3.730 6.799 1.573
C -4.151 6.747 0.254
C -3.698 5.749 -0.597
S 0.922 1.677 -1.556
H -1.671 4.110 1.564
H -2.489 5.887 3.068
H -4.091 7.578 2.230
H -4.837 7.490 -0.130
H -4.021 5.718 -1.626
C -4.334 -0.826 0.540
N -3.203 -0.730 1.467
C -3.365 -1.184 2.847
C -2.017 -0.425 1.012
N -0.978 -0.121 0.609
H -5.170 -0.247 0.929
H -4.636 -1.868 0.420
H -4.041 -0.420 -0.425
H -4.149 -0.603 3.330
H -2.430 -1.041 3.382
H -3.634 -2.242 2.868

These are the Löwdin partial charges, in e, on atoms 1 to 4: atom 1 (Ru): 0.916, atom 2 (C): -0.183, atom 3 (C): -0.179, atom 4 (C): -0.158

(3)
This record from OMol25 describes an isolated ion of composition C5H6N and charge +1. The level of theory is ωB97M-V with the def2-TZVPD basis set.

Output
Net charge: +1
SMILES: C=C=C1C[N+]1=C
Highest occupied orbital energy: -14.55 eV
Lowest unoccupied orbital energy: -5.2 eV

Positions of all 12 atoms, in Å:
C -2.206 -0.829 -1.306
C -1.185 -0.842 -0.513
C -0.250 -0.510 0.297
C 0.750 -0.428 1.412
N 0.895 0.590 0.481
C 1.637 1.429 -0.161
H -2.973 -0.096 -0.963
H -2.550 -1.441 -2.129
H 0.249 -0.304 2.386
H 1.647 -1.024 1.329
H 2.579 1.843 0.370
H 1.406 1.612 -1.203

These are the Löwdin partial charges, in e, on atoms 1 to 4: atom 1 (C): 0.105, atom 2 (C): -0.013, atom 3 (C): -0.027, atom 4 (C): -0.031

(4)
This record from OMol25 describes C23H30NO7V as an isolated structure. The level of theory is ωB97M-V with the def2-TZVPD basis set.

Output
Net charge: -1
Multiplicity: 2
Highest occupied orbital energy (spin up / spin down): -2.79 / -2.27 eV
Lowest unoccupied orbital energy (spin up / spin down): 2.0 / 2.0 eV

Positions of all 62 atoms, in Å:
C 0.188 -0.434 -3.508
C -0.211 -0.980 -2.125
C 0.096 1.098 -3.290
C -1.051 1.311 -2.301
H -0.052 1.615 -4.231
H 1.044 1.429 -2.871
C -1.341 -0.068 -1.667
H 0.657 -0.886 -1.474
H -0.492 -2.030 -2.137
C -1.438 0.221 -0.170
H -2.292 -0.444 -2.039
H -1.929 1.646 -2.844
C -0.844 2.257 -1.095
C 1.617 -0.754 -3.898
C -0.841 -0.869 -4.558
O -1.302 -0.108 -5.372
O 2.496 -1.097 -3.142
O 1.807 -0.519 -5.213
O -1.340 -2.129 -4.522
C -0.662 -3.273 -5.052
H -0.338 -3.971 -4.287
H 0.192 -2.960 -5.649
H -1.384 -3.765 -5.696
C 3.032 -1.026 -5.769
H 3.888 -0.614 -5.241
H 3.035 -0.708 -6.805
H 3.063 -2.111 -5.702
O -1.621 1.626 -0.051
H -0.528 -0.103 0.351
H -2.287 -0.258 0.314
C -1.451 3.625 -1.324
C 0.601 2.390 -0.629
H 1.192 2.985 -1.323
H 1.095 1.427 -0.514
H 0.614 2.892 0.336
H -1.261 4.283 -0.478
H -2.528 3.543 -1.459
H -1.026 4.085 -2.216
V 0.006 -0.138 4.210
C -1.859 -0.207 5.630
C -2.335 0.006 4.317
C -2.034 -1.137 3.546
H -2.790 0.907 3.950
C -1.383 -2.062 4.383
C -1.283 -1.493 5.669
H -0.819 -1.946 6.528
H -1.931 0.484 6.453
H -2.234 -1.260 2.495
H -1.001 -3.025 4.084
C 2.215 0.588 4.728
C 1.827 -0.370 5.687
C 1.656 -1.601 5.015
H 1.693 -0.196 6.741
C 1.902 -1.396 3.639
C 2.263 -0.042 3.472
H 2.462 0.448 2.535
H 2.372 1.637 4.909
H 1.369 -2.533 5.469
H 1.848 -2.141 2.864
O -0.159 3.798 3.720
N -0.101 2.704 4.193
O -0.080 1.649 3.411

These are the Löwdin partial charges, in e, on atoms 1 to 4: atom 1 (C): -0.242, atom 2 (C): -0.054, atom 3 (C): -0.042, atom 4 (C): -0.163

(5)
This record from OMol25 describes C18H24BrN3OSbSe5V as an isolated structure. The level of theory is ωB97M-V with the def2-TZVPD basis set.

Output
Net charge: +2
Highest occupied orbital energy (spin up / spin down): -14.00 / -14.00 eV
Lowest unoccupied orbital energy (spin up / spin down): -7.9 / -7.9 eV

Positions of all 54 atoms, in Å:
V 0.425 0.895 0.049
C -0.711 3.283 5.111
C 0.136 2.347 4.297
C 1.176 1.612 4.856
C 1.938 0.748 4.077
C 1.608 0.658 2.747
Br 2.554 -0.460 1.549
N 0.614 1.339 2.176
C -0.103 2.177 2.940
H -0.213 3.551 6.040
H -1.662 2.812 5.364
H -0.929 4.197 4.560
H 1.405 1.716 5.910
H 2.755 0.175 4.489
H -0.887 2.730 2.435
Se -1.229 3.827 -3.755
Sb -1.725 1.702 -2.874
Se -1.729 1.809 -0.333
Se 1.301 0.465 -1.862
Se -2.411 -0.346 -3.751
C 0.096 -2.880 -0.624
C -0.905 -1.787 -0.362
O -0.417 -0.878 0.694
C -0.868 -1.329 2.013
C -2.237 -0.794 2.352
H -0.299 -3.541 -1.396
H 0.286 -3.483 0.264
H 1.044 -2.475 -0.982
H -1.865 -2.175 -0.022
H -1.094 -1.174 -1.239
H -0.120 -1.015 2.733
H -0.850 -2.418 1.981
H -2.229 0.291 2.460
H -2.557 -1.226 3.301
H -2.980 -1.059 1.601
C 5.070 2.684 -0.756
N 4.036 3.136 -1.680
C 2.732 3.279 -1.432
Se 1.856 2.933 0.217
N 2.129 3.757 -2.521
C 3.066 3.911 -3.540
C 2.948 4.363 -4.851
C 4.114 4.403 -5.584
C 5.352 4.016 -5.033
C 5.465 3.574 -3.733
C 4.282 3.528 -2.999
H 4.597 2.336 0.157
H 5.745 3.508 -0.534
H 5.623 1.869 -1.219
H 1.124 3.899 -2.609
H 1.998 4.666 -5.270
H 4.081 4.745 -6.608
H 6.238 4.072 -5.649
H 6.419 3.288 -3.313

These are the Löwdin partial charges, in e, on atoms 1 to 4: atom 1 (V): -0.219, atom 2 (C): -0.012, atom 3 (C): -0.207, atom 4 (C): 0.041

(6)
This record from OMol25 describes a 11-piece molecular cluster, C17H60N4O11 overall. The level of theory is ωB97M-V with the def2-TZVPD basis set.

Output
Net charge: 0
SMILES: COC[C@H](C)N.COC[C@H](C)N.COC[C@H](C)N.COC[C@H](C)N.CO.O.O.O.O.O.O
Highest occupied orbital energy: -8.31 eV
Lowest unoccupied orbital energy: 0.0 eV

Positions of all 92 atoms, in Å:
C -5.298 2.077 -1.080
O -4.042 2.706 -1.171
C -3.124 2.122 -2.122
C -1.706 2.677 -1.845
C -1.621 4.195 -2.130
N -0.628 2.027 -2.620
H -5.275 1.118 -0.557
H -5.753 1.903 -2.059
H -6.004 2.728 -0.565
H -2.998 1.053 -1.946
H -3.431 2.399 -3.132
H -1.445 2.488 -0.803
H -2.360 4.705 -1.509
H -1.692 4.479 -3.180
H -0.739 4.717 -1.750
H -0.716 1.017 -2.655
H -0.658 2.399 -3.562
C 3.056 -1.589 5.064
O 3.062 -0.337 5.734
C 2.267 0.654 5.131
C 2.877 1.324 3.921
C 4.277 1.884 4.152
N 1.973 2.388 3.460
H 3.699 -1.520 4.184
H 2.131 -2.087 4.761
H 3.515 -2.261 5.791
H 1.304 0.259 4.796
H 2.112 1.423 5.891
H 2.949 0.501 3.200
H 4.714 2.351 3.269
H 4.941 1.047 4.375
H 4.251 2.593 4.980
H 1.032 2.026 3.373
H 2.364 2.618 2.553
C -3.771 -4.536 0.107
O -2.678 -3.661 0.273
C -2.589 -3.048 1.549
C -3.727 -2.087 1.911
C -3.715 -0.779 1.128
N -3.741 -1.761 3.333
H -3.793 -5.270 0.914
H -3.752 -5.015 -0.872
H -4.740 -4.029 0.068
H -2.319 -3.727 2.362
H -1.678 -2.452 1.444
H -4.681 -2.611 1.801
H -2.749 -0.282 1.259
H -4.426 -0.040 1.497
H -3.771 -0.845 0.038
H -4.464 -1.066 3.472
H -2.884 -1.242 3.504
C -1.828 -2.238 -2.764
O -0.566 -1.616 -2.970
C -0.146 -1.737 -4.327
C 1.240 -1.076 -4.474
C 1.898 -1.308 -5.816
N 2.206 -1.465 -3.452
H -2.223 -2.023 -1.773
H -1.681 -3.310 -2.913
H -2.541 -1.879 -3.510
H 0.084 -2.786 -4.541
H -0.835 -1.379 -5.094
H 1.085 0.005 -4.419
H 1.235 -0.881 -6.574
H 2.090 -2.326 -6.159
H 2.817 -0.746 -5.984
H 2.627 -2.360 -3.666
H 1.690 -1.618 -2.591
C 0.455 0.193 0.155
O 0.790 -0.343 1.433
H 1.161 0.943 -0.199
H 0.333 -0.639 -0.544
H -0.565 0.584 0.165
H 1.660 -0.736 1.263
O 4.308 1.141 0.740
H 4.982 0.495 0.959
H 3.979 0.864 -0.130
O 2.734 3.424 0.466
H 3.340 2.721 0.740
H 2.564 3.242 -0.468
O 3.811 0.534 -1.920
H 3.358 -0.208 -2.347
H 3.227 1.305 -1.989
O -1.083 -0.096 3.472
H -0.536 -0.094 2.674
H -0.924 -0.958 3.865
O 2.122 2.741 -2.190
H 1.161 2.611 -2.107
H 2.209 3.511 -2.758
O 3.070 -1.830 1.326
H 3.156 -2.784 1.407
H 3.973 -1.508 1.270

These are the Löwdin partial charges, in e, on atoms 1 to 4: atom 1 (C): -0.116, atom 2 (O): -0.184, atom 3 (C): -0.167, atom 4 (C): -0.395